DFT (ωB97M-V with the def2-TZVPD basis set) results for a molecular structure, C9H9N2O5SSc at a distorted geometry.

XYZ file:
```
27
Properties=species:S:1:pos:R:3
H 3.108 2.684 4.004
C 1.088 2.798 4.748
H -0.789 2.040 5.495
S 0.865 -1.272 2.718
O -0.961 -3.168 -1.132
H -1.052 0.348 3.820
C -1.133 -2.143 -0.527
N -0.233 0.941 3.824
N 1.965 1.165 3.141
O 1.800 2.389 -0.272
O 1.958 -2.352 -2.278
C -0.480 0.143 -1.703
C 2.083 2.551 3.629
O -0.913 0.706 -2.613
Sc 0.424 -0.681 0.294
H 1.916 3.244 2.789
C 0.856 0.411 3.248
C 1.554 -1.758 -1.368
H 1.506 2.388 5.675
C -0.298 2.213 4.527
H -2.193 -1.826 -0.215
H 0.999 3.878 4.901
H 2.747 0.765 2.631
C -1.497 0.408 0.725
H -0.908 2.914 3.941
O -2.290 1.239 0.896
C 1.407 1.331 0.001
```

Summary:
- E_LUMO (alpha / beta) (eV) = -9.769 / -9.769
- DFT total energy (Ha) = -1992.34593
- gap between HOMO and LUMO (alpha / beta) (eV) = 5.63 / 5.63
- charge = +2
- energy relative to the best compared isomer or geometry (same formula, charge and spin) (kcal per mole) = 0.0
- F_max (eV/Å) = 7.0